1.
{
  "formula": "C47H92F3MgN2O39",
  "method": "ωB97M-V with the def2-TZVPD basis set",
  "species": ["Mg", "N", "O", "O", "O", "N", "O", "O", "O", "C", "O", "O", "C", "F", "F", "F", "C", "C", "H", "H", "H", "H", "H", "H", "C", "C", "C", "O", "C", "H", "H", "H", "H", "H", "H", "H", "H", "C", "C", "C", "O", "C", "H", "H", "H", "H", "H", "H", "H", "H", "C", "C", "C", "O", "C", "H", "H", "H", "H", "H", "H", "H", "H", "C", "C", "C", "O", "C", "H", "H", "H", "H", "H", "H", "H", "H", "C", "O", "C", "O", "O", "C", "H", "H", "H", "H", "H", "H", "C", "O", "C", "O", "O", "C", "H", "H", "H", "H", "H", "H", "C", "O", "C", "O", "O", "C", "H", "H", "H", "H", "H", "H", "C", "O", "C", "O", "O", "C", "H", "H", "H", "H", "H", "H", "C", "O", "C", "O", "O", "C", "H", "H", "H", "H", "H", "H", "C", "O", "C", "O", "O", "C", "H", "H", "H", "H", "H", "H", "C", "O", "C", "O", "O", "C", "H", "H", "H", "H", "H", "H", "C", "O", "C", "O", "O", "C", "H", "H", "H", "H", "H", "H", "C", "O", "C", "O", "O", "C", "H", "H", "H", "H", "H", "H"],
  "coordinates": [[2.61214, 1.89688, 1.74400], [0.18030, 2.72695, 3.89506], [1.02098, 2.55879, 2.95211], [-0.84640, 3.40687, 3.66787], [0.39712, 2.21492, 4.99696], [2.15379, -0.92604, 3.28603], [1.71161, -0.79505, 4.42221], [2.36654, 0.08301, 2.54997], [2.35125, -2.05960, 2.81252], [0.48621, 1.17785, -0.55712], [-0.07465, 0.27281, 0.37956], [1.59119, 1.67927, 0.05891], [0.76799, 0.48012, -1.90489], [1.15885, 1.38617, -2.83615], [1.73794, -0.46136, -1.85518], [-0.31326, -0.16736, -2.41068], [-1.32866, 0.58525, 0.94362], [-1.75251, -0.55206, 1.86144], [-2.80649, -0.49635, 2.12080], [-1.45472, -1.47455, 1.34994], [-1.11815, -0.66389, 2.74634], [-2.10065, 0.73815, 0.17850], [-1.27776, 1.52363, 1.50904], [-0.16219, 2.06341, -0.67016], [0.40567, 6.13337, -2.90477], [0.11800, 4.70391, -3.38540], [1.49060, 4.26316, -3.86240], [2.46131, 4.87728, -3.01923], [1.85383, 5.98667, -2.37859], [-0.34967, 6.42966, -2.17829], [0.35454, 6.82806, -3.74688], [-0.65861, 4.63144, -4.13938], [-0.05448, 4.15495, -2.45377], [1.58252, 4.74481, -4.84561], [1.63454, 3.18699, -3.90463], [2.37485, 6.93486, -2.54632], [1.76900, 6.01109, -1.28768], [-4.91661, 4.17020, 0.70941], [-3.48913, 4.13171, 1.27270], [-3.39703, 2.86553, 2.05804], [-4.67643, 2.80709, 2.68719], [-5.66840, 3.33470, 1.80052], [-4.92350, 3.64152, -0.24502], [-5.27246, 5.18475, 0.54720], [-3.35451, 4.99316, 1.93060], [-2.69772, 4.23577, 0.52488], [-2.62173, 2.94272, 2.82337], [-3.21354, 1.91887, 1.53656], [-6.33372, 3.94408, 2.41013], [-6.17623, 2.47633, 1.35630], [6.19286, -0.98535, -5.21046], [4.77422, -0.40055, -5.11586], [4.45428, -0.53139, -3.65066], [5.06095, -1.76238, -3.28561], [6.23297, -1.98739, -4.03976], [6.88835, -0.17169, -4.99366], [6.36354, -1.39935, -6.20187], [4.12024, -1.06566, -5.68237], [4.61732, 0.63733, -5.41174], [3.41330, -0.32885, -3.39857], [4.94882, 0.26462, -3.07252], [6.24901, -3.01874, -4.39315], [7.12462, -1.77538, -3.44333], [-6.54703, -2.86302, 2.07883], [-5.24590, -2.10843, 1.89703], [-4.43806, -3.04968, 1.10192], [-4.73768, -4.34332, 1.68706], [-6.08152, -4.31813, 2.18631], [-7.24891, -2.73851, 1.25057], [-7.14737, -2.49901, 2.91588], [-4.71312, -1.83088, 2.80690], [-5.43747, -1.21687, 1.29159], [-3.37555, -2.81579, 1.02579], [-4.72000, -3.13091, 0.04341], [-6.07124, -4.64036, 3.22750], [-6.72003, -4.93842, 1.55417], [4.26251, -2.11839, -0.02382], [4.43453, -3.44526, -0.47145], [4.28607, -4.48336, 0.31580], [4.05192, -4.48457, 1.49938], [4.32537, -5.58336, -0.44824], [4.21486, -6.82284, 0.23090], [5.09170, -1.52704, -0.40860], [4.07416, -2.03264, 1.04739], [3.35379, -1.72906, -0.49033], [4.86327, -6.84106, 1.10493], [4.52089, -7.63412, -0.42935], [3.20533, -7.10095, 0.53485], [4.17162, 2.67966, -1.80794], [5.41353, 2.71490, -1.13979], [5.46270, 2.22667, 0.09822], [4.58168, 1.72965, 0.74999], [6.63743, 2.58265, 0.59199], [6.96458, 2.30873, 1.93884], [3.32641, 3.27070, -1.46581], [3.78808, 1.67919, -2.02085], [4.51597, 3.01901, -2.78924], [7.64500, 3.03615, 2.37416], [7.44895, 1.33277, 1.99589], [6.04841, 2.27764, 2.53080], [-2.17256, -2.45618, -1.09590], [-3.01119, -1.97972, -2.14193], [-3.68815, -0.85537, -2.01613], [-4.13608, -0.43307, -0.96818], [-3.85365, -0.33800, -3.21604], [-4.74800, 0.73736, -3.42891], [-2.66935, -2.37160, -0.13106], [-1.27768, -1.83441, -1.05858], [-1.85400, -3.44359, -1.41458], [-4.70799, 1.49609, -2.64410], [-5.77410, 0.37228, -3.36244], [-4.57267, 1.28106, -4.35193], [4.59135, 5.73333, 2.04605], [3.31031, 6.05089, 1.54916], [2.43096, 5.12818, 1.25512], [2.67630, 3.94455, 1.23494], [1.25863, 5.63526, 0.98539], [0.16386, 4.74935, 0.88993], [5.12225, 6.68487, 2.08812], [5.10272, 4.96081, 1.47807], [4.61532, 5.50715, 3.11668], [-0.34391, 4.64427, 1.84910], [0.32127, 3.78167, 0.41526], [-0.63412, 5.18920, 0.28012], [-1.24096, -6.65316, 2.84045], [-1.04262, -5.79903, 1.74246], [0.12608, -5.14539, 1.63856], [1.03323, -5.19340, 2.42750], [-0.01545, -4.29777, 0.63532], [0.94322, -3.23921, 0.49056], [-1.94891, -7.44171, 2.58170], [-1.67277, -6.15727, 3.71105], [-0.36454, -7.18535, 3.21399], [1.07830, -2.69924, 1.42851], [0.50245, -2.53195, -0.20631], [1.90241, -3.60067, 0.13397], [-3.16955, 2.16247, -6.72502], [-2.55880, 2.57240, -5.50153], [-3.28379, 2.70623, -4.38177], [-4.47706, 2.59725, -4.28321], [-2.46046, 2.78021, -3.35670], [-3.00788, 3.05365, -2.06565], [-2.83999, 2.82092, -7.52403], [-4.25128, 2.22382, -6.60118], [-2.86354, 1.13751, -6.92825], [-3.66686, 2.28491, -1.66661], [-3.53087, 4.00859, -2.11918], [-2.15224, 3.15828, -1.40232], [0.53704, -7.70161, 6.16493], [-0.20434, -6.54562, 5.92341], [0.39080, -5.42558, 5.49254], [1.57282, -5.37478, 5.29662], [-0.49807, -4.45145, 5.44219], [-0.08094, -3.24263, 4.81752], [1.59126, -7.51161, 5.95821], [0.26099, -8.53402, 5.50820], [0.35623, -8.11102, 7.15928], [-0.70063, -2.95901, 3.96787], [0.98461, -3.23892, 4.58417], [-0.17653, -2.40063, 5.51059], [-1.17298, -0.29609, -5.01609], [-1.27045, -0.81658, -6.32372], [-0.13227, -0.83634, -6.99843], [0.95249, -0.45984, -6.64720], [-0.37028, -1.35385, -8.21652], [0.66450, -1.22584, -9.16273], [-1.10589, 0.79331, -5.00047], [-0.42232, -0.66267, -4.31062], [-2.04275, -0.54570, -4.40122], [0.28566, -1.29369, -10.18136], [1.43217, -1.99494, -9.06509], [1.12633, -0.24301, -9.05874], [-1.63263, -1.88014, 8.26367], [-2.55187, -1.04692, 7.59100], [-2.10046, -0.13797, 6.73834], [-0.95009, 0.15865, 6.56490], [-3.11636, 0.46998, 6.14406], [-2.76522, 1.44742, 5.19453], [-1.02757, -1.31926, 8.97972], [-0.93835, -2.33607, 7.55764], [-2.18157, -2.62394, 8.83439], [-2.23760, 0.97076, 4.36701], [-2.24189, 2.33498, 5.54593], [-3.60842, 1.88068, 4.65026]],
  "atomic_forces_ev_per_a": [[-1.9221, -0.8200, -0.7259], [0.5774, -0.7377, 1.2389], [-0.0333, 0.5543, -0.2905], [0.4816, -0.1055, -0.0416], [-0.2475, 0.8114, -1.0857], [-0.4541, -1.2075, 0.4779], [0.2075, 0.5400, -0.2342], [0.8289, 0.5883, -0.4043], [0.3255, 0.7618, 0.0638], [1.4083, 1.1901, 3.3580], [-0.6453, -1.1413, -1.0368], [0.6696, -0.0559, -1.5084], [0.3221, -0.4464, 0.1027], [-0.2001, -0.2814, 0.2549], [-0.3419, 0.5340, 0.2976], [-0.0173, 0.5676, 0.5626], [-0.2221, 0.3567, 0.3154], [1.2411, -0.4750, -0.2708], [-0.0127, -0.1769, -0.0136], [-0.7439, -0.0578, -0.1854], [-0.1799, 0.7334, 0.2453], [0.0634, -0.1913, -0.2047], [0.3862, 0.0055, -0.0221], [-0.7981, -0.4919, -0.9184], [0.0768, -0.4788, -0.8635], [0.9004, 0.1193, 1.2703], [-0.4460, 0.8327, -1.0966], [-0.3653, 0.1801, 0.8819], [-1.1476, 1.8195, 0.3366], [0.3076, 0.2034, 0.2307], [0.0575, 0.0512, 0.0203], [-0.0967, -0.2869, 0.1725], [-0.6980, -0.3964, -0.3107], [0.3648, -0.5362, -0.3111], [0.1484, 0.1865, -0.0393], [0.4359, -0.2600, -0.5545], [0.4825, -1.1868, 0.0642], [0.4246, -0.9244, 0.3971], [0.5111, 0.9268, -0.8490], [-0.2448, -0.3072, 0.9362], [-0.2503, 0.1427, 0.2395], [0.6441, 0.0405, -0.2373], [-0.2808, 0.0265, 0.0113], [-0.1853, -0.0280, 0.1475], [0.0463, -0.1619, 0.2645], [-0.1715, -0.1110, -0.1591], [-0.2755, -0.0701, -0.0328], [-0.2856, 0.4629, -0.5098], [-0.2201, -0.0900, -0.1228], [-0.3691, 0.2115, -0.0887], [-0.3819, 1.0009, 0.1849], [-0.2826, -0.2943, -0.0721], [1.1963, 0.8628, 0.1268], [-1.0923, -0.5924, 0.7970], [-0.0348, 0.5692, -0.6522], [0.2538, -0.1387, -0.3121], [0.2906, -0.0897, 0.1143], [-0.3176, 0.2676, -0.0269], [0.3005, -0.1038, -0.4373], [-0.1569, -1.3093, -0.0238], [0.3906, 0.1113, -0.2109], [-0.0409, -0.0669, 0.2250], [-0.0229, -0.2661, 0.1833], [-0.6443, 0.0929, 0.5848], [-0.6127, 1.5260, -0.8419], [-0.0440, -1.5882, -0.6994], [0.4349, 0.1390, 0.1263], [0.2188, 0.5670, -0.2291], [0.4644, 0.0500, -0.3999], [0.3077, -0.2426, 0.3421], [-0.2999, -0.1033, 0.1766], [0.2275, 0.2090, 0.3266], [-0.3681, -0.7074, 1.3588], [-0.4271, 0.3890, 0.0048], [-0.0290, -0.3211, -0.0831], [0.0632, -0.3599, 0.2365], [-0.8863, 0.7538, 0.2613], [0.5499, -0.3316, -1.0851], [-1.0433, -0.0997, 1.4086], [0.5666, 0.0487, -0.4466], [0.1581, -0.4477, -0.6142], [0.1846, -0.6994, 0.4287], [0.1321, -0.1021, 0.2695], [0.4291, -0.2052, 0.0535], [0.0886, -0.0374, -0.1025], [-0.0957, 0.0797, 0.0995], [0.2533, 0.3897, -0.3650], [-0.1745, 0.6391, 0.1207], [-0.5446, -0.5728, -2.6008], [0.1044, -0.8302, 1.7919], [0.2775, 1.8955, -0.0542], [-0.8788, -0.5821, 0.3038], [1.0704, 0.3865, -0.4641], [-0.5600, -1.0411, 0.7529], [0.5583, 0.2491, 0.6754], [0.2370, -0.1575, 0.7352], [-0.6425, 0.3730, 0.0097], [-0.0581, 0.3486, -0.5901], [-0.0840, -0.0159, 0.0391], [0.1245, -0.0385, 0.0934], [0.5333, 0.6753, 0.1465], [0.2892, -0.1940, -1.1465], [-0.5889, -0.2281, 1.3299], [0.2562, 0.3366, -0.4692], [0.3790, -0.3687, -0.4998], [-1.8724, -2.8173, 2.3182], [0.4665, -0.2947, -0.8637], [-0.0517, 0.0987, -0.0150], [-0.3202, -0.2018, 0.4320], [0.1349, -1.0294, -0.0572], [-0.2004, -0.2792, -0.2104], [-0.5800, -4.0392, 0.1295], [0.7164, 0.3801, 0.8598], [-0.4014, 1.2907, -0.0102], [-0.1429, -1.1554, 0.3159], [0.8720, -0.5934, 0.2856], [0.4588, 0.9217, -0.1080], [-2.4740, -0.5412, -0.3716], [0.1533, -0.0895, -0.8420], [-0.0208, 0.1087, -0.1455], [-0.7221, -0.6895, -0.1143], [0.6342, -0.3727, 0.2376], [0.9287, -0.0298, 0.4277], [0.5794, 0.6944, -0.2456], [-0.2629, -0.9991, 1.0817], [-0.1295, -0.4786, -0.4800], [-0.1751, 0.9755, 1.4686], [-0.1278, -0.4590, -0.5920], [-0.1592, -0.0049, -0.8668], [-0.0900, 0.4235, 0.3826], [-0.0814, 0.2473, -0.4935], [0.0702, 0.4698, -0.2202], [0.4263, 0.3801, -0.4049], [0.1114, -0.3762, -0.0664], [0.0692, -0.1895, -0.2387], [-0.0602, -0.1302, -0.0135], [-0.6305, -0.0759, 0.3521], [0.4290, 0.3575, 0.4960], [0.7254, 0.4651, -0.5015], [0.5363, 7.3592, -2.2896], [0.5242, -0.2089, -0.0668], [0.1245, 0.7730, 0.3236], [0.0725, 0.0798, 0.1031], [0.0086, -0.0709, -0.2612], [-0.0276, 0.0099, -0.0256], [0.2927, 0.0013, -0.1502], [-0.1193, -0.0225, 0.1353], [0.0298, -0.0586, -0.1040], [1.0495, -0.8865, -0.4606], [-2.0129, 0.0081, 0.2365], [1.5519, -0.4105, 0.4992], [0.0082, 0.4166, -0.1564], [-0.6436, -0.4029, -0.2778], [0.9278, 1.5956, 0.3728], [0.0220, 0.0102, 0.4022], [-0.3562, 0.3872, -0.3610], [0.0947, 0.5841, 0.2463], [-0.0276, -0.6470, -0.1932], [-0.2700, -0.3609, -0.3888], [-0.2070, -0.3062, 0.2408], [-0.3810, 0.7172, 2.4297], [0.1610, -0.4093, -0.0429], [0.5708, -0.1385, -0.6808], [-0.0886, 0.1899, 0.3837], [-0.9601, -0.2285, -0.0745], [0.9271, 0.4602, -0.3695], [0.2079, -0.1031, -0.3516], [0.6413, -0.3815, -1.4587], [-0.4526, -0.1075, -1.0158], [-0.5560, -0.1182, 0.2421], [-0.0457, 0.0137, 0.3165], [0.1701, -0.1135, 0.0287], [1.0314, 0.1994, 0.1668], [-1.3571, -0.4093, 0.1463], [1.2067, 0.9008, -0.0136], [0.1770, -0.5558, 0.1629], [-1.2971, -0.2031, 0.4486], [0.1814, 0.8810, -1.9330], [-0.0432, 0.2188, -0.1007], [-0.1449, -0.1618, 0.0400], [-0.2562, -0.0214, -0.3322], [0.6690, 0.0753, 0.3113], [0.5100, -0.5757, 0.4890], [-0.8080, -0.5918, 0.8039]],
  "lowdin_charge": [0.805, -0.510, -0.105, -0.054, 0.045, -0.524, 0.043, -0.102, -0.013, -0.398, -0.069, -0.212, -0.479, 0.119, 0.134, 0.108, -0.254, -0.028, 0.074, 0.060, 0.082, 0.099, 0.100, 0.133, -0.151, -0.160, -0.191, -0.131, -0.190, 0.104, 0.105, 0.111, 0.102, 0.123, 0.106, 0.115, 0.098, -0.133, -0.166, -0.205, -0.153, -0.168, 0.080, 0.104, 0.125, 0.081, 0.083, 0.102, 0.112, 0.112, -0.157, -0.166, -0.211, -0.131, -0.196, 0.103, 0.102, 0.114, 0.114, 0.106, 0.105, 0.117, 0.113, -0.170, -0.179, -0.209, -0.131, -0.196, 0.107, 0.107, 0.122, 0.111, 0.078, 0.128, 0.114, 0.109, -0.030, 0.005, -0.632, 0.135, 0.000, -0.059, 0.088, 0.085, 0.085, 0.094, 0.084, 0.092, -0.041, 0.041, -0.564, 0.106, 0.015, -0.028, 0.087, 0.076, 0.106, 0.096, 0.104, 0.095, -0.023, 0.013, -0.603, 0.118, 0.016, -0.049, 0.034, 0.070, 0.115, 0.076, 0.118, 0.025, -0.020, 0.046, -0.581, 0.077, 0.048, -0.028, 0.099, 0.092, 0.106, 0.084, 0.085, 0.083, -0.058, 0.010, -0.592, 0.152, 0.005, 0.004, 0.092, 0.092, 0.090, 0.077, 0.071, 0.085, -0.005, -0.006, -0.594, 0.051, 0.025, -0.020, 0.097, 0.099, 0.091, 0.075, 0.111, 0.077, -0.073, -0.021, -0.630, 0.130, 0.015, -0.031, 0.094, 0.085, 0.088, 0.096, 0.078, 0.071, -0.049, 0.032, -0.605, 0.133, -0.003, -0.066, 0.093, 0.089, 0.087, 0.089, 0.096, 0.094, -0.044, 0.004, -0.622, 0.139, 0.024, -0.060, 0.096, 0.080, 0.091, 0.085, 0.093, 0.078],
  "gap_ha": 0.2932,
  "lumo_energy_ha": 0.066,
  "homo_energy_ha": -0.22695,
  "charge": -1
}

2.
{
  "formula": "C3H7NO2",
  "method": "ωB97M-V with the def2-TZVPD basis set",
  "species": ["N", "C", "O", "C", "C", "O", "H", "H", "H", "H", "H", "H", "H"],
  "coordinates": [[-0.89909, -1.08303, -1.05672], [-0.97464, 0.27642, -0.95197], [-1.65722, 0.96319, -1.69174], [-0.13506, 0.87624, 0.16956], [1.18444, 0.16081, 0.46602], [0.99368, -0.88306, 1.40760], [-0.50677, -1.62752, -0.30143], [-1.53274, -1.53140, -1.70151], [-0.73488, 0.81709, 1.08633], [0.00186, 1.93580, -0.05930], [1.59276, -0.31985, -0.42731], [1.93349, 0.87953, 0.82223], [0.73414, -0.46422, 2.23824]],
  "atomic_forces_ev_per_a": [[-0.1137, 0.0235, 0.0322], [-0.1467, 0.0674, -0.0203], [0.2816, -0.2737, 0.2282], [-0.0074, 0.1049, -0.0827], [0.0825, 0.2440, -0.2556], [0.0147, -0.1081, 0.2425], [-0.0229, 0.0846, -0.1149], [0.0913, 0.0597, 0.0961], [-0.0523, 0.1551, -0.1050], [0.0176, -0.1592, -0.0406], [-0.0640, 0.1302, 0.0763], [-0.1148, -0.0934, 0.0121], [0.0341, -0.2352, -0.0683]],
  "lowdin_charge": [0.163, -0.545, 0.043, -0.092, -0.266, -0.080, 0.092, 0.111, 0.125, 0.121, 0.121, 0.116, 0.091],
  "gap_ha": 0.3839,
  "lumo_energy_ha": 0.027,
  "homo_energy_ha": -0.35712
}